Formula: C17H87ClF2NO33S
Source: OMol25
Level of theory: wB97M-V/def2-TZVPD

Calculated values
Orbital gap in eV: 8.11
Highest occupied orbital energy in hartree: -0.4510
Total charge: +1
LUMO energy in eV: -4.2
E_tot in Eh: -4295.4321

Last column: Mulliken charge in e.
Cartesian coordinates (Å):
Cl -1.0510 -0.7714 -3.6684  -0.209
S -1.9715 1.1273 -0.6009  1.778
F -1.6464 1.9180 0.6847  -0.015
F 2.3413 -6.3518 0.5523  -0.321
O 7.0508 4.5052 -5.1393  -0.633
O 8.3764 5.0960 0.6391  -0.639
O 1.2616 -2.4875 -5.3415  -0.597
O 9.3499 2.1606 2.5364  -0.643
O 6.5755 3.6742 -1.8174  -0.657
O -4.8165 3.0393 2.2969  -0.649
O -6.2957 -2.7327 -5.0580  -0.621
O 1.5374 2.7520 -3.4154  -0.599
O -1.5305 -7.7484 -0.8248  -0.685
O -3.5392 -2.9299 1.7014  -0.476
O -3.1764 4.8459 3.8268  -0.627
O 1.7096 -1.7960 1.4291  -0.502
O 10.9286 1.9438 5.2692  -0.638
O -8.1300 -2.5724 2.1590  -0.617
O 4.8988 2.0941 2.2941  -0.568
O 6.0943 -6.4113 -2.3660  -0.629
O -1.7156 -3.9839 -7.0440  -0.596
O -1.0224 5.3488 -1.3722  -0.535
O 7.1410 4.0146 3.4971  -0.639
O 4.4821 -3.5622 -1.3656  -0.649
O -1.1397 -2.2367 3.1331  -0.683
O 4.4740 2.0360 -0.8779  -0.496
O -5.2278 7.0885 3.6252  -0.701
O -4.6622 -4.2128 -7.0034  -0.628
O -3.3827 -1.0906 5.2317  -0.583
O -3.3846 0.9463 -0.5469  -0.757
O -6.2958 -1.4342 4.3568  -0.670
O -5.8867 9.7485 2.7924  -0.655
O -8.2097 0.5832 2.9495  -0.615
O 4.4219 -4.1961 1.8172  -0.637
O -1.3793 1.8170 -1.6883  -0.681
O -4.8067 -0.2245 1.7693  -0.431
O -0.5567 -8.1416 -3.6742  -0.615
N 0.5924 -1.6999 0.6317  0.702
C 1.3870 3.5832 1.5050  -0.308
C 1.8885 -6.0640 -0.7362  -0.472
C -0.7549 4.9537 1.8639  -0.941
C -2.9026 -1.6943 -1.7674  -2.111
C -1.1381 -0.4240 -0.3364  0.151
C 0.8606 -4.1319 0.4103  -0.100
C 1.3333 1.5912 -0.1133  -0.890
C 1.1717 3.0960 0.0761  -0.110
C -2.5590 -1.6672 -3.2729  0.680
C -3.7175 -1.1923 -4.1195  -1.582
C 0.7295 0.7075 1.0227  -1.453
C 0.1242 -2.8710 0.1233  -0.006
C 0.6422 -5.2133 -0.6622  -0.685
C -1.6950 -1.5963 -0.8887  0.087
C -1.0292 -2.7993 -0.6392  -0.621
C 0.0382 -0.4671 0.4321  0.224
C 0.7612 4.9589 1.7041  -0.971
H 4.1463 1.8133 2.8224  0.297
H 8.6631 5.9757 0.9056  0.294
H -2.3389 -2.6863 -3.5636  0.374
H 1.9432 3.5560 -0.5346  0.633
H 0.6991 -2.0999 -4.6604  0.303
H 1.0085 5.6033 0.8631  0.335
H -7.6068 -2.0682 2.7919  0.330
H -4.0698 -2.1211 1.7048  0.318
H 6.5234 3.4177 3.0408  0.335
H -7.0264 -2.1647 -4.7947  0.265
H 4.7181 -2.6709 -1.0896  0.296
H 1.2784 2.6156 -4.3316  0.261
H 2.1531 -2.1845 -5.1450  0.290
H -4.3959 -2.0097 -4.2948  0.353
H -3.3227 -0.9286 -5.0945  0.423
H 8.0662 4.6913 1.4622  0.374
H -4.6379 7.8158 3.3920  0.364
H -1.7085 -3.5942 -7.9242  0.313
H -6.5634 -3.0742 -5.9210  0.321
H 0.9436 1.2335 -1.0596  0.258
H -0.8309 -8.2990 -0.4530  0.324
H -1.0639 -2.1636 2.1861  0.386
H -5.5428 -0.4725 1.1949  0.355
H 11.3521 1.0960 5.1097  0.307
H 2.3915 1.3923 -0.1577  0.481
H -4.0101 2.6014 2.0101  0.259
H -5.8149 7.0185 2.8646  0.329
H -2.1226 -8.3856 -1.2443  0.314
H 10.4807 2.1521 4.4421  0.340
H -0.1651 -5.8583 -0.3382  0.223
H 1.3758 -1.7326 2.3430  0.380
H -4.2110 -0.3127 -3.7220  0.394
H 0.2412 -8.6489 -3.8506  0.325
H 6.8226 4.0200 -4.3384  0.345
H -3.3149 -2.6842 -1.6047  0.689
H -0.7851 -4.1008 -6.8229  0.294
H -1.4650 4.7115 -1.9437  0.267
H 7.7980 3.4231 3.8808  0.326
H -6.2215 9.2458 3.5442  0.342
H 5.9974 4.4411 -1.7589  0.334
H 0.9373 2.9255 2.2450  0.317
H 3.8023 -4.8761 2.1078  0.333
H -2.0503 -1.9563 3.2988  0.232
H -3.6701 -0.9878 -1.5022  0.561
H -0.9344 6.1366 -1.9189  0.253
H -3.6539 -0.1851 5.4094  0.281
H 0.4593 -4.7816 -1.6382  0.515
H 2.6885 -5.5447 -1.2567  0.235
H -1.0702 4.0946 2.4521  0.143
H 7.3086 5.3771 -4.8276  0.311
H 2.4537 3.6990 1.6777  0.251
H -4.0699 -1.6286 5.6405  0.302
H 7.4083 3.9944 -1.4419  0.270
H -4.1193 -3.6138 2.0521  0.253
H -1.4310 -3.7026 -1.0593  0.850
H 3.8981 -3.3885 1.7880  0.303
H -1.1082 5.8604 2.3352  0.453
H 4.6282 1.9465 1.3771  0.242
H -3.8879 5.4613 4.0564  0.319
H -0.6143 -8.0573 -2.7150  0.328
H 5.8039 -5.5048 -2.2140  0.331
H -3.3037 4.6939 2.8851  0.320
H 0.5234 -4.4988 1.3766  0.448
H -4.4358 0.5568 1.3442  -0.001
H 5.3827 1.8682 -0.6070  0.267
H 9.4803 2.8772 1.9051  0.324
H 8.9936 1.4361 2.0131  0.306
H 0.2386 3.4641 -0.3334  -0.134
H 4.5846 2.4834 -1.7230  0.217
H -3.8687 -4.7323 -7.1757  0.306
H -8.2611 0.1318 3.7996  0.312
H -1.2594 4.8833 0.8977  0.321
H -5.6038 10.5862 3.1731  0.319
H 5.3751 -6.9597 -2.0414  0.308
H -5.8750 -0.6222 4.0447  0.351
H -4.6245 -4.0508 -6.0558  0.317
H -8.8996 -2.0182 1.9956  0.335
H 1.5439 0.3664 1.6382  0.716
H 0.0545 1.2349 1.6802  0.554
H 0.7872 2.4515 -2.8915  0.351
H -7.9940 1.4957 3.1659  0.288
H -5.9529 -2.1090 3.7618  0.262
H 1.7065 -7.0173 -1.2213  0.334
H 1.1968 5.4183 2.5881  0.429
H -4.6883 3.1574 3.2466  0.343
H 1.9172 -3.9071 0.4776  -0.258
H 4.3401 -4.0336 -0.5335  0.360